The following is a DFT calculation (ωB97M-V/def2-TZVPD) of 12 unconnected molecules or ions with the total composition C44H119N11O19.

Properties
Multiplicity: 2
E_tot, eV: -102835.75693
LUMO energy (alpha / beta), Eh: 0.066 / 0.065
Net charge: -1

CARTESIAN COORDINATES (ANGSTROEM)
C  17.965  3.527  -10.171
O  18.963  3.451  -11.197
C  19.157  2.053  -11.562
C  20.507  2.154  -12.293
N  20.400  2.917  -13.573
C  21.628  3.073  -14.332
C  22.476  1.752  -14.716
O  21.893  1.076  -15.846
C  22.821  0.241  -16.477
H  17.738  2.747  -9.445
H  16.964  3.739  -10.546
H  18.217  4.485  -9.715
H  18.301  1.831  -12.199
H  19.313  1.399  -10.704
H  20.631  1.107  -12.572
H  21.335  2.363  -11.615
H  20.101  3.865  -13.396
H  22.373  3.578  -13.716
H  21.305  3.640  -15.205
H  22.488  1.119  -13.829
H  23.515  2.062  -14.833
H  23.396  -0.311  -15.734
H  23.365  0.937  -17.116
H  22.260  -0.411  -17.146
C  5.774  6.334  -8.358
O  6.091  6.953  -7.135
C  6.674  8.319  -7.225
C  7.243  8.771  -5.929
N  8.249  7.856  -5.336
C  8.644  8.310  -3.980
C  8.177  7.367  -2.908
O  6.820  7.622  -2.885
C  5.940  6.514  -3.149
H  5.599  7.198  -9.000
H  4.903  5.685  -8.268
H  6.641  5.769  -8.699
H  5.862  8.946  -7.595
H  7.555  8.317  -7.865
H  6.395  8.955  -5.270
H  7.589  9.797  -6.056
H  7.637  7.063  -5.209
H  8.359  9.355  -3.861
H  9.733  8.308  -3.960
H  8.678  7.844  -2.065
H  8.507  6.340  -3.069
H  6.443  5.899  -3.896
H  4.971  6.840  -3.527
H  5.896  5.916  -2.239
C  4.839  -5.607  -7.257
O  4.019  -4.511  -6.855
C  3.624  -3.605  -7.869
C  4.850  -2.722  -8.314
N  5.203  -1.798  -7.241
C  4.501  -0.499  -7.558
C  4.890  0.615  -6.699
O  4.176  1.821  -7.056
C  3.984  2.952  -6.170
H  5.832  -5.255  -7.536
H  4.471  -6.097  -8.158
H  4.760  -6.357  -6.470
H  2.988  -2.888  -7.350
H  3.014  -4.164  -8.577
H  4.728  -2.228  -9.277
H  5.680  -3.419  -8.438
H  6.155  -1.500  -7.398
H  3.444  -0.756  -7.500
H  4.669  -0.178  -8.586
H  5.934  0.883  -6.858
H  4.646  0.509  -5.642
H  3.478  2.716  -5.234
H  3.351  3.769  -6.516
H  4.880  3.516  -5.910
C  12.229  8.272  -12.658
O  11.299  7.204  -12.485
C  9.976  7.655  -12.435
C  9.120  6.401  -12.566
N  9.460  5.633  -13.801
C  8.980  6.374  -15.009
C  7.459  6.310  -15.337
O  7.113  7.131  -16.468
C  5.961  6.758  -17.332
H  12.168  9.136  -11.996
H  12.076  8.772  -13.615
H  13.265  7.933  -12.660
H  9.770  8.402  -13.201
H  9.865  8.138  -11.464
H  8.044  6.576  -12.555
H  9.394  5.529  -11.972
H  10.451  5.771  -13.941
H  9.555  5.999  -15.856
H  9.251  7.429  -14.961
H  6.964  6.545  -14.394
H  7.289  5.258  -15.564
H  5.197  7.511  -17.141
H  5.516  5.888  -16.849
H  6.086  6.711  -18.414
C  11.941  -6.090  -4.779
O  11.353  -4.819  -5.157
C  10.126  -4.928  -5.841
C  9.522  -3.523  -5.997
N  9.239  -2.890  -4.713
C  8.646  -1.538  -4.966
C  8.455  -0.764  -3.680
O  9.775  -0.467  -3.226
C  9.859  0.382  -2.053
H  12.848  -5.750  -4.278
H  12.324  -6.522  -5.704
H  11.301  -6.703  -4.144
H  9.504  -5.567  -5.214
H  10.248  -5.333  -6.846
H  8.673  -3.478  -6.679
H  10.321  -2.974  -6.495
H  9.944  -2.879  -3.990
H  7.736  -1.579  -5.564
H  9.282  -0.824  -5.489
H  7.797  -1.319  -3.012
H  7.984  0.219  -3.677
H  9.300  1.303  -2.218
H  10.877  0.769  -2.091
H  9.527  -0.126  -1.148
C  12.694  -2.423  -3.138
O  13.619  -1.766  -3.910
C  13.626  -2.167  -5.322
C  14.344  -1.029  -6.120
N  13.501  0.100  -6.705
C  12.434  -0.278  -7.622
C  12.890  -0.327  -9.068
O  14.060  0.265  -9.436
C  14.052  1.689  -9.651
H  13.090  -3.347  -2.717
H  11.812  -2.706  -3.713
H  12.378  -1.872  -2.253
H  12.595  -2.301  -5.648
H  14.147  -3.118  -5.431
H  14.945  -1.606  -6.823
H  15.081  -0.549  -5.476
H  14.148  0.560  -7.330
H  11.753  0.573  -7.658
H  11.931  -1.226  -7.431
H  12.147  0.072  -9.758
H  12.944  -1.360  -9.409
H  15.060  2.073  -9.803
H  13.732  2.166  -8.725
H  13.484  1.969  -10.538
C  8.864  2.199  -6.827
O  9.662  3.288  -7.466
C  8.872  4.559  -7.426
C  9.487  5.661  -8.333
N  10.473  6.509  -7.633
C  11.519  5.694  -7.017
C  12.325  4.751  -8.021
O  12.953  5.387  -9.149
C  14.305  5.726  -8.940
H  9.316  1.223  -6.998
H  7.835  2.185  -7.187
H  8.670  2.398  -5.773
H  8.653  4.852  -6.399
H  7.931  4.358  -7.937
H  8.669  6.210  -8.799
H  10.092  5.199  -9.114
H  9.908  7.049  -6.992
H  11.175  5.074  -6.189
H  12.318  6.288  -6.573
H  11.706  3.909  -8.329
H  12.950  4.146  -7.365
H  14.969  4.876  -9.097
H  14.559  6.215  -8.000
H  14.677  6.215  -9.840
C  12.522  2.844  -4.457
O  12.280  3.903  -3.935
N  12.093  2.444  -5.564
N  13.435  2.084  -3.977
H  11.392  2.985  -6.050
H  12.457  1.546  -5.850
H  13.735  1.254  -4.467
H  13.766  2.275  -3.042
C  15.816  5.194  -5.176
O  15.172  6.209  -4.926
N  15.424  3.970  -5.033
N  16.768  5.268  -6.005
H  14.533  3.854  -4.572
H  15.787  3.169  -5.530
H  17.077  6.096  -6.494
H  17.129  4.383  -6.330
O  12.597  5.003  -11.624
H  12.720  5.120  -10.682
H  12.413  5.883  -11.953
O  7.534  0.078  -8.865
H  7.709  -0.779  -9.253
H  8.050  0.689  -9.391
O  14.963  5.762  -12.926
H  14.246  5.408  -12.399
H  14.738  5.528  -13.826



The following is a DFT calculation (ωB97M-V/def2-TZVPD) of 12 unconnected molecules or ions with the total composition C44H119N9O12.

Properties
E_tot, eV: -85524.13842
LUMO energy, Eh: 0.006
SMILES: CC1(C)CCCC(C)(C)N1O.COC[C@H](C)N.COC[C@H](C)N.COC[C@H](C)N.COC[C@H](C)N.COC[C@H](C)N.COC[C@H](C)N.COC[C@H](C)N.COC[C@H](C)N.CO.CO.CO

CARTESIAN COORDINATES (ANGSTROEM)
C  0.874  2.579  -0.342
C  0.495  1.136  -0.023
C  0.413  0.428  -1.445
C  1.605  0.443  0.731
C  1.319  -0.918  1.373
C  0.187  -0.732  2.376
C  -1.065  -0.136  1.769
C  -1.834  -1.221  0.989
C  -1.939  0.482  2.897
N  -0.712  1.060  0.878
O  -1.819  1.621  0.193
H  0.776  3.106  0.607
H  1.890  2.646  -0.731
H  0.282  3.038  -1.134
H  1.429  0.388  -1.837
H  0.013  -0.580  -1.332
H  -0.261  0.927  -2.141
H  2.445  0.338  0.044
H  1.945  1.142  1.495
H  0.964  -1.514  0.532
H  2.184  -1.458  1.758
H  0.644  -0.110  3.146
H  -0.063  -1.715  2.775
H  -2.653  -0.787  0.415
H  -2.230  -1.947  1.699
H  -1.179  -1.798  0.336
H  -2.718  1.158  2.545
H  -1.337  1.145  3.518
H  -2.350  -0.228  3.615
H  -2.165  0.928  -0.375
C  -3.297  11.365  0.239
O  -3.414  11.119  -1.159
C  -3.797  9.722  -1.282
C  -2.947  8.833  -2.145
C  -3.472  7.393  -2.440
N  -1.629  8.601  -1.587
H  -2.416  10.937  0.718
H  -4.167  11.281  0.890
H  -3.246  12.454  0.205
H  -3.947  9.176  -0.350
H  -4.790  9.774  -1.727
H  -2.841  9.412  -3.063
H  -4.276  7.633  -3.136
H  -3.941  7.020  -1.529
H  -2.689  6.787  -2.895
H  -1.809  8.136  -0.708
H  -1.271  9.479  -1.239
C  8.460  2.387  0.585
O  9.740  2.795  0.482
C  10.859  2.041  0.946
C  10.922  1.756  2.471
C  11.030  2.930  3.493
N  11.978  0.855  2.840
H  8.416  1.375  0.183
H  7.768  3.085  0.114
H  8.198  2.543  1.632
H  10.799  1.150  0.321
H  11.554  2.744  0.487
H  10.108  1.146  2.862
H  11.942  3.524  3.427
H  10.990  2.641  4.543
H  10.161  3.573  3.352
H  11.911  0.169  2.101
H  12.886  1.292  2.904
C  5.268  -5.510  -6.823
O  5.669  -4.694  -5.736
C  7.099  -4.209  -5.903
C  7.228  -3.367  -4.575
C  6.379  -2.105  -4.794
N  8.624  -3.108  -4.350
H  6.014  -6.057  -7.399
H  4.803  -4.789  -7.495
H  4.444  -6.177  -6.572
H  7.818  -5.028  -5.904
H  7.337  -3.676  -6.823
H  6.693  -3.921  -3.803
H  5.575  -2.260  -5.514
H  7.038  -1.349  -5.219
H  6.087  -1.595  -3.876
H  8.822  -2.511  -3.559
H  8.748  -2.506  -5.152
C  -9.022  3.331  -2.483
O  -8.823  2.354  -1.457
C  -9.818  1.324  -1.537
C  -10.207  0.743  -0.192
C  -9.000  0.028  0.437
N  -11.288  -0.269  -0.332
H  -8.629  3.007  -3.446
H  -8.383  4.200  -2.325
H  -10.034  3.728  -2.401
H  -10.609  1.599  -2.234
H  -9.287  0.575  -2.124
H  -10.527  1.641  0.337
H  -9.183  -0.499  1.374
H  -8.151  0.687  0.616
H  -8.633  -0.724  -0.262
H  -12.045  0.228  -0.780
H  -11.120  -0.855  -1.137
C  8.761  7.487  -5.744
O  7.425  7.486  -5.595
C  6.680  6.224  -5.843
C  5.177  6.314  -5.496
C  4.423  5.009  -5.996
N  4.608  7.494  -6.082
H  9.091  7.278  -6.761
H  9.210  6.744  -5.084
H  9.041  8.472  -5.370
H  6.760  6.120  -6.925
H  7.095  5.357  -5.328
H  4.992  6.319  -4.421
H  4.891  4.103  -5.611
H  4.558  4.820  -7.061
H  3.359  5.104  -5.779
H  4.929  8.321  -5.600
H  3.643  7.395  -5.798
C  -4.918  -6.265  5.862
O  -5.835  -7.285  5.941
C  -5.439  -8.622  5.558
C  -6.417  -9.647  6.205
C  -6.247  -9.714  7.748
N  -6.182  -10.895  5.505
H  -5.302  -5.341  6.295
H  -4.546  -5.885  4.910
H  -3.985  -6.526  6.361
H  -5.540  -8.682  4.475
H  -4.404  -8.713  5.887
H  -7.417  -9.346  5.895
H  -6.637  -8.760  8.101
H  -5.193  -9.905  7.950
H  -6.819  -10.544  8.164
H  -5.214  -11.178  5.456
H  -6.716  -11.697  5.807
C  4.995  -1.190  9.404
O  6.095  -1.697  8.694
C  5.885  -2.232  7.434
C  6.735  -1.439  6.443
C  6.247  0.031  6.229
N  6.677  -2.053  5.208
H  5.123  -0.718  10.378
H  4.316  -2.029  9.554
H  4.483  -0.419  8.828
H  6.285  -3.239  7.553
H  4.822  -2.231  7.193
H  7.794  -1.535  6.684
H  6.828  0.603  5.506
H  6.350  0.535  7.190
H  5.169  0.031  6.065
H  7.149  -1.565  4.460
H  7.290  -2.854  5.163
C  -9.193  -6.698  -3.910
O  -9.134  -5.386  -3.332
C  -7.867  -4.747  -3.165
C  -7.031  -5.515  -2.267
C  -7.609  -5.672  -0.754
N  -5.696  -4.988  -2.198
H  -8.843  -7.604  -3.416
H  -8.470  -6.648  -4.723
H  -10.159  -6.820  -4.400
H  -7.371  -4.481  -4.099
H  -8.191  -3.813  -2.707
H  -6.970  -6.579  -2.492
H  -7.008  -5.180  0.011
H  -7.777  -6.726  -0.533
H  -8.539  -5.119  -0.625
H  -5.598  -3.994  -2.045
H  -5.060  -5.531  -1.632
C  -4.336  0.551  -4.850
O  -4.512  0.398  -3.459
H  -3.710  -0.294  -5.138
H  -5.286  0.667  -5.372
H  -3.826  1.476  -5.119
H  -5.347  0.777  -3.174
C  -3.177  5.612  3.067
O  -2.555  5.950  1.907
H  -3.788  6.405  3.498
H  -3.964  4.898  2.824
H  -2.512  5.242  3.847
H  -2.304  5.157  1.429
C  -0.130  -7.047  0.071
O  -1.386  -7.315  -0.581
H  -0.162  -6.388  0.939
H  0.592  -7.856  0.181
H  0.358  -6.458  -0.706
H  -1.315  -8.106  -1.120